Entry 1:
ORCA calculation (wB97M-V/def2-TZVPD) on a structure of composition C24H98N2O29S2Y at a distorted geometry.

Each line ends with the Löwdin charge.
Element x y z (Å)
H (2.81, -14.65, -13.88)  0.07
H (11.34, -10.88, -19.19)  0.05
H (14.49, -16.59, -16.14)  0.05
H (4.09, -17.49, -16.19)  0.06
H (10.27, -22.04, -11.08)  0.10
H (13.29, -11.50, -20.24)  0.08
H (9.88, -15.48, -17.79)  0.08
O (11.33, -11.40, -9.63)  -0.05
C (12.72, -12.02, -21.03)  -0.06
H (3.03, -14.56, -12.20)  0.08
H (10.30, -10.72, -20.67)  0.09
H (9.07, -9.32, -13.04)  0.09
H (12.45, -11.38, -21.83)  0.08
O (8.37, -12.01, -12.93)  -0.13
O (5.93, -13.67, -11.62)  -0.31
H (10.75, -15.36, -12.36)  0.08
C (9.37, -10.02, -13.85)  -0.02
H (16.08, -13.03, -11.79)  0.09
C (10.19, -21.19, -13.81)  -0.05
H (12.99, -11.56, -14.59)  0.07
O (12.67, -14.37, -9.15)  -0.29
H (2.80, -17.03, -11.95)  0.14
C (8.29, -11.15, -14.02)  -0.45
O (14.25, -17.00, -8.67)  -0.06
H (5.73, -14.98, -16.35)  0.07
H (1.36, -17.65, -13.73)  0.08
H (4.80, -10.33, -12.31)  0.07
H (13.72, -16.19, -8.44)  0.05
H (10.13, -17.56, -8.92)  0.08
H (14.08, -13.65, -17.32)  0.09
O (14.14, -15.65, -11.17)  -0.08
C (3.46, -15.17, -17.43)  -0.04
H (15.56, -12.05, -17.39)  0.06
H (7.69, -16.99, -12.31)  0.04
H (9.37, -19.10, -8.89)  0.12
H (9.70, -22.04, -14.36)  0.10
H (7.32, -10.67, -14.01)  0.12
H (5.28, -12.12, -13.90)  0.01
O (10.74, -14.72, -10.52)  -0.43
C (4.67, -16.06, -17.70)  -0.47
H (13.15, -15.58, -11.21)  0.09
O (8.18, -14.29, -11.73)  -0.42
C (13.71, -13.60, -12.38)  -0.05
O (10.06, -19.66, -12.04)  -0.14
H (13.38, -18.73, -8.60)  0.00
O (6.60, -15.95, -10.97)  -0.31
H (6.88, -17.64, -10.16)  -0.01
H (14.11, -13.77, -13.39)  0.09
O (5.87, -15.57, -17.09)  -0.05
C (9.29, -21.97, -11.60)  -0.05
H (7.62, -12.88, -15.21)  0.09
H (5.48, -13.55, -13.37)  -0.03
O (12.41, -18.34, -11.66)  -0.04
O (6.93, -19.27, -14.40)  -0.06
H (8.89, -16.81, -16.03)  0.11
H (13.67, -12.56, -12.14)  0.07
O (12.88, -19.47, -8.91)  -0.04
O (13.47, -13.32, -16.68)  -0.07
O (5.31, -13.04, -14.15)  -0.05
H (4.88, -16.08, -18.77)  0.14
H (16.45, -14.66, -12.43)  0.09
C (2.55, -15.18, -12.97)  -0.06
H (3.72, -14.15, -17.64)  0.08
N (10.19, -18.56, -9.19)  0.28
H (9.67, -16.14, -13.40)  0.11
H (8.67, -11.21, -11.48)  0.03
H (8.16, -15.86, -18.15)  0.06
H (12.72, -18.77, -10.85)  0.02
O (11.53, -14.88, -15.60)  -0.13
H (3.56, -17.92, -17.77)  0.08
H (7.92, -17.94, -13.49)  0.03
H (12.10, -11.98, -9.74)  0.07
H (10.08, -10.80, -10.95)  0.06
H (7.55, -12.54, -12.80)  0.07
H (9.74, -11.67, -19.27)  0.08
H (14.24, -13.78, -10.38)  0.10
O (8.41, -17.35, -12.88)  -0.07
H (10.36, -10.46, -13.60)  0.07
H (10.29, -18.66, -10.20)  0.08
Y (9.18, -13.18, -9.94)  1.67
H (2.57, -15.47, -17.97)  0.09
H (8.24, -11.55, -16.17)  0.07
S (6.93, -14.54, -11.02)  0.36
O (7.26, -14.12, -9.58)  -0.42
O (10.53, -13.82, -8.30)  -0.39
H (14.05, -18.08, -12.58)  0.03
C (10.50, -18.00, -16.65)  -0.04
H (12.63, -10.26, -15.69)  0.08
H (11.69, -18.88, -11.96)  -0.01
O (5.47, -11.00, -12.12)  -0.05
C (15.99, -14.11, -11.61)  -0.04
H (14.29, -16.98, -14.63)  -0.02
H (11.67, -11.80, -15.74)  0.06
O (9.22, -11.13, -10.68)  -0.13
H (14.44, -16.75, -9.58)  0.01
O (14.79, -17.75, -13.14)  -0.06
H (9.54, -16.68, -19.02)  0.08
H (12.67, -13.88, -12.41)  0.05
C (9.17, -17.35, -16.91)  -0.48
H (1.50, -15.22, -12.81)  0.07
H (10.93, -15.09, -14.15)  0.08
H (8.50, -21.84, -10.91)  0.06
C (8.41, -12.08, -15.25)  -0.02
H (10.77, -18.58, -17.51)  0.08
C (15.08, -11.52, -16.61)  -0.03
O (13.91, -16.53, -15.38)  -0.05
H (15.67, -11.80, -15.70)  0.10
O (4.51, -16.57, -13.01)  -0.07
H (14.99, -16.92, -12.70)  0.02
H (7.21, -19.06, -15.31)  0.03
H (5.14, -11.50, -11.37)  0.04
O (8.15, -18.34, -17.09)  -0.07
H (9.53, -9.37, -14.70)  0.08
N (10.27, -15.25, -13.28)  0.23
H (6.52, -19.06, -10.29)  0.06
H (8.32, -20.61, -12.87)  0.11
C (3.07, -16.60, -12.94)  -0.47
C (2.38, -17.42, -14.05)  -0.04
S (11.30, -14.78, -9.13)  0.27
H (15.11, -10.43, -16.81)  0.10
H (11.39, -11.10, -8.73)  0.08
H (13.48, -20.20, -8.74)  0.08
C (10.63, -11.35, -19.84)  -0.05
H (16.60, -14.38, -10.72)  0.09
H (3.18, -15.36, -16.39)  0.06
C (11.41, -12.51, -20.53)  -0.54
O (11.07, -16.13, -8.70)  -0.30
C (9.34, -20.84, -12.60)  -0.42
H (6.12, -18.71, -14.27)  0.07
H (13.36, -12.78, -21.53)  0.09
H (11.52, -13.30, -19.74)  0.14
H (13.20, -11.51, -17.62)  0.12
C (9.15, -16.30, -18.06)  -0.04
H (11.26, -17.23, -16.53)  0.06
H (11.18, -21.50, -13.50)  0.08
C (14.52, -14.29, -11.28)  -0.49
H (8.07, -18.51, -18.05)  0.11
H (5.22, -18.11, -17.38)  0.06
H (2.92, -18.39, -14.14)  0.09
H (9.56, -14.49, -13.27)  0.10
H (9.77, -13.10, -21.21)  0.09
C (12.63, -11.32, -15.59)  -0.02
C (13.60, -11.90, -16.67)  -0.45
H (10.46, -18.60, -15.74)  0.06
O (7.26, -18.51, -10.01)  -0.05
H (4.85, -16.36, -12.13)  0.04
H (9.41, -12.52, -15.19)  0.06
H (9.47, -18.87, -12.00)  0.06
C (4.37, -17.46, -17.25)  -0.05
H (9.16, -22.96, -12.08)  0.10
H (11.06, -18.95, -8.72)  0.12
H (2.41, -16.84, -14.97)  0.05
H (12.24, -15.61, -15.60)  0.05
H (12.10, -14.14, -16.01)  0.05
O (10.63, -12.96, -21.60)  -0.03
H (10.35, -20.42, -14.57)  0.06

Results
Total charge   +1
HOMO-LUMO gap   9.29 eV
E_HOMO   -11.65 eV
Spin multiplicity   1

Entry 2:
ORCA calculation (wB97M-V/def2-TZVPD) on a structure of composition C49H37F3N5O2P2SSnTe at a distorted geometry.

Each line ends with the Löwdin charge.
Element x y z (Å)
C (0.39, -3.95, -3.20)  -0.17
H (3.54, -1.20, 2.37)  0.11
H (0.08, 4.52, -1.80)  0.12
C (-1.47, 0.79, 0.28)  -0.58
C (-5.06, 0.48, -3.65)  -0.07
H (-4.15, 2.16, 4.65)  0.13
H (7.36, 3.39, -4.51)  0.11
C (5.39, 1.46, -2.59)  -0.33
H (8.16, 1.66, -0.69)  0.12
N (1.51, 3.09, -1.48)  0.05
C (-4.98, -3.16, 1.32)  -0.14
H (2.00, -1.93, 4.15)  0.11
H (0.77, -4.65, 0.10)  0.11
C (-2.86, -4.45, 0.22)  -0.13
H (-0.25, -2.75, 3.60)  0.12
H (9.71, 3.13, -1.78)  0.10
C (7.49, 1.81, -1.52)  -0.01
C (2.08, 5.32, -2.00)  -0.02
C (0.85, -2.03, 0.49)  -0.40
C (2.82, 2.82, -1.41)  -0.56
H (0.72, -6.95, -0.80)  0.11
O (3.70, -0.58, -2.16)  -0.33
H (-1.67, 4.17, 1.08)  0.12
C (-2.25, 0.03, 1.30)  -0.09
F (-3.86, 0.84, 6.98)  0.14
H (-6.55, 0.94, -0.65)  0.11
H (-2.87, -5.48, 2.12)  0.11
H (-1.83, 2.66, -0.81)  0.10
C (3.41, 4.91, -2.00)  -0.08
H (-7.09, 0.79, -3.05)  0.11
H (-0.99, -2.84, 1.24)  0.09
C (0.00, -2.47, 1.49)  -0.09
C (0.65, -4.82, -0.96)  -0.08
H (2.80, -1.26, -0.01)  0.08
C (-6.07, 0.69, -2.72)  -0.06
H (4.22, 5.58, -2.26)  0.12
C (7.03, 2.79, -3.68)  -0.02
C (-0.91, 1.21, 5.34)  0.00
F (-2.03, 1.59, 7.81)  0.15
H (-3.59, 2.43, 2.44)  0.15
C (-4.46, 0.62, -0.93)  -0.08
C (-5.77, 0.77, -1.37)  -0.06
C (-2.79, 1.90, 2.96)  -0.22
C (-2.76, 0.48, 2.44)  -0.01
C (5.78, 2.23, -3.67)  -0.06
C (7.91, 2.60, -2.60)  -0.31
C (2.14, -1.57, 0.80)  -0.11
N (3.78, 3.68, -1.70)  0.17
C (6.23, 1.25, -1.51)  -0.06
H (-2.95, 0.18, -3.94)  0.10
C (0.48, -6.32, -2.83)  -0.06
H (-4.23, 0.67, 0.12)  0.10
C (-0.36, 1.60, 2.92)  -0.18
H (5.08, 2.38, -4.48)  0.12
C (-3.46, 0.37, -1.86)  -0.39
H (-3.27, -0.23, 3.07)  0.13
P (-1.74, 0.07, -1.39)  0.91
H (-2.02, -4.99, -0.18)  0.08
H (-5.12, -2.05, -0.51)  0.08
H (-0.50, 0.83, 6.27)  0.11
C (0.41, -2.42, 2.81)  -0.05
H (0.32, -3.10, -3.86)  0.10
C (1.14, 4.33, -1.75)  -0.08
C (-2.27, 1.66, 5.42)  -0.11
H (5.88, 0.66, -0.68)  0.12
O (2.89, 1.25, -3.52)  -0.34
N (-4.36, -4.08, 2.04)  0.07
C (-4.59, -2.81, 0.04)  -0.11
C (0.63, -6.10, -1.47)  -0.06
C (-1.58, 3.10, 1.23)  -0.02
C (-0.12, 1.13, 4.25)  -0.02
H (0.27, -5.40, -4.76)  0.11
H (-5.82, -2.68, 1.80)  0.11
C (0.24, 1.12, 1.84)  0.03
C (-1.69, 2.27, 0.20)  -0.10
C (-3.12, 1.92, 4.41)  0.03
C (0.37, -5.24, -3.70)  -0.07
H (9.40, 3.82, -3.31)  0.10
C (-2.89, 1.76, 6.80)  -0.59
C (-1.37, -1.62, -1.40)  -0.88
C (-3.75, 0.33, -3.22)  -0.15
C (0.50, -3.74, -1.82)  -0.40
C (1.68, -1.96, 3.12)  -0.07
C (-3.34, -4.72, 1.50)  -0.14
F (-3.47, 2.96, 6.99)  0.14
C (2.55, -1.55, 2.12)  -0.06
H (-1.35, 3.50, 3.32)  0.16
C (0.05, 0.86, 0.58)  -0.26
C (-1.46, 2.65, 2.65)  -0.16
N (9.16, 3.14, -2.62)  0.13
Sn (1.02, 0.73, -1.45)  1.29
H (1.80, 6.33, -2.21)  0.11
Te (-2.72, -2.91, -2.45)  1.35
S (3.76, 0.83, -2.44)  0.55
H (0.46, -7.32, -3.22)  0.11
H (-2.33, -1.03, 1.08)  0.09
H (-5.29, 0.43, -4.70)  0.11
P (0.35, -2.02, -1.26)  0.92
C (-3.50, -3.46, -0.52)  -0.50
H (0.85, 0.65, 4.37)  0.11
N (3.10, 1.54, -1.11)  -0.17

Results
Total charge   +1
HOMO-LUMO gap   5.57 eV
E_HOMO   -9.77 eV
ΔE to the lowest compared entry with this formula, charge and spin   136.3 kcal/mol
Spin multiplicity   1